(1)
The following is a quantum chemistry calculation of a single C20H31NO3 molecule, from the Open Molecules 2025 dataset.

Summary:
Orbital gap, eV: 9.22
LUMO energy, eV: 0.83
ΔE to the lowest compared entry with this formula, charge and spin, eV: 0.050
SMILES: CCN(CC)CCOCCOC(=O)C1(c2ccccc2)CCCC1
Electronic energy, eV: -28875.6311

Cartesian coordinates (Å):
C1 -3.9916 -3.7125 -2.1627
H1 -4.0361 -3.1443 -3.0890
H2 -3.9937 -4.7717 -2.4068
H3 -4.8825 -3.4957 -1.5784
C2 -2.7210 -3.3685 -1.3768
N1 -2.5304 -1.9670 -1.0485
C3 -2.2960 -1.1247 -2.2079
H4 -1.9006 -1.7303 -3.0247
C4 -1.2432 -0.0581 -1.8964
O1 -0.9271 0.6184 -3.0978
C5 -0.1739 1.7879 -2.9265
C6 1.2424 1.5609 -2.3798
H5 1.6345 0.5984 -2.7230
H6 1.9020 2.3675 -2.7125
O2 1.2388 1.5894 -0.9535
C7 1.7663 0.5513 -0.2967
O3 2.2438 -0.4127 -0.8351
C8 1.7562 0.7907 1.2132
C9 2.9219 1.7441 1.3893
C10 4.2196 1.2522 1.2808
C11 5.3078 2.0952 1.4111
C12 5.1169 3.4469 1.6422
C13 3.8303 3.9482 1.7268
C14 2.7397 3.1056 1.5934
H7 1.7453 3.5195 1.6460
H8 3.6712 5.0037 1.8935
H9 5.9658 4.1064 1.7459
H10 6.3078 1.6957 1.3271
H11 4.3761 0.2032 1.0804
C15 0.3931 1.3154 1.6863
C16 -0.4114 0.0421 1.9214
H12 -1.3079 0.2189 2.5147
C17 0.5928 -0.8626 2.6307
H13 0.3319 -1.9161 2.5444
H14 0.6302 -0.6079 3.6913
C18 1.9394 -0.5478 1.9647
H15 2.7332 -0.4685 2.7066
H16 2.2157 -1.3240 1.2509
H17 -0.7057 -0.4009 0.9692
H18 -0.0671 1.9845 0.9623
H19 0.5196 1.8445 2.6328
H20 -0.6937 2.4905 -2.2561
H21 -0.1044 2.2281 -3.9236
H22 -0.3597 -0.5594 -1.4823
H23 -1.6194 0.6619 -1.1552
H24 -3.2114 -0.6311 -2.5683
C19 -3.5295 -1.4028 -0.1548
C20 -3.5638 -2.0972 1.2022
H25 -4.0284 -3.0773 1.1381
H26 -4.1385 -1.4968 1.9035
H27 -2.5535 -2.2110 1.5851
H28 -3.2566 -0.3562 0.0014
H29 -4.5390 -1.4142 -0.6016
H30 -2.7096 -3.9326 -0.4423
H31 -1.8465 -3.6791 -1.9549

These are the Mulliken partial charges, in e, on atoms 1 to 2: atom 1 (C): -1.083, atom 2 (H): 0.266



(2)
The following is a quantum chemistry calculation of C54H47CrF2N7OP2S2 as an isolated structure, from the Open Molecules 2025 dataset.

Summary:
2S+1: 2
Orbital gap (alpha / beta), eV: 5.57 / 5.23
LUMO energy (alpha / beta), eV: -4.33 / -4.35
Electronic energy, eV: -143333.4890
Total charge: +1

Cartesian coordinates (Å):
Cr1 -1.5564 0.0474 -0.5359
N1 -2.2341 0.2479 3.7082
C1 -1.8617 -0.0185 2.4485
S1 -1.5011 1.3318 1.4071
N2 -1.7170 -1.2402 2.0471
N3 -1.3159 -1.3889 0.7812
C2 -1.1155 -2.5806 0.2854
C3 -1.6956 -3.7823 0.8895
C4 -2.4936 -4.6092 0.0887
C5 -3.1602 -5.6899 0.6313
C6 -3.0745 -5.9544 1.9887
C7 -2.3397 -5.1059 2.8016
C8 -1.6550 -4.0319 2.2616
C9 -0.5106 -2.4945 -1.0722
C10 1.1544 -3.5478 -2.1032
C11 1.6194 -3.3488 -3.5015
C12 0.9869 -2.5800 -4.3766
C13 -0.2523 -0.9711 -2.8251
N4 -1.0625 -1.2943 -1.6843
H1 -2.4937 1.1932 3.9365
H2 -2.6410 -0.4997 4.2461
H3 -2.6372 -4.3629 -0.9503
H4 -3.7602 -6.3162 -0.0134
H5 -3.5928 -6.8028 2.4097
H6 -2.3076 -5.2747 3.8677
H7 -1.0875 -3.3778 2.8977
H8 1.7560 -4.3059 -1.6050
H9 2.5284 -3.8525 -3.7864
H10 1.3695 -2.4866 -5.3823
H11 -0.5110 0.0339 -3.1573
O1 4.0587 0.9820 0.1809
C14 4.6408 0.8972 1.4292
C15 5.9192 1.3445 1.7269
C16 6.3868 1.2331 3.0248
C17 5.5828 0.7003 4.0196
C18 4.2965 0.2877 3.7246
C19 3.8185 0.3771 2.4253
P1 2.0897 -0.0796 1.9500
C20 2.1232 -1.7620 2.6791
C21 3.1608 -2.5875 2.2448
C22 3.2449 -3.8993 2.6648
C23 2.2904 -4.4093 3.5324
C24 1.2406 -3.6085 3.9438
C25 1.1387 -2.2987 3.4995
C26 1.3662 1.0726 3.1930
C27 1.0511 0.8259 4.5221
C28 0.5598 1.8513 5.3146
C29 0.3909 3.1264 4.8033
C30 0.7223 3.3841 3.4816
C31 1.2048 2.3621 2.6878
C32 4.5343 0.2754 -0.8814
C33 5.8383 -0.1614 -1.0763
C34 6.1659 -0.7969 -2.2627
C35 5.2131 -1.0069 -3.2459
C36 3.9015 -0.6257 -3.0274
C37 3.5575 -0.0038 -1.8373
P2 1.8231 0.4438 -1.4279
C38 1.5856 1.8009 -2.6451
C39 1.7296 3.0911 -2.1383
C40 1.6198 4.1922 -2.9688
C41 1.3579 4.0130 -4.3173
C42 1.2199 2.7321 -4.8282
C43 1.3384 1.6279 -4.0025
C44 1.0734 -1.0093 -2.1200
C45 1.0441 -2.2444 -1.2696
C46 -0.3648 -3.8148 -1.8845
C47 -1.2846 -3.9247 -3.0463
C48 -1.3293 -3.0090 -4.0014
C49 -0.3276 -1.8923 -4.0894
H12 6.5318 1.7974 0.9627
H13 7.3825 1.5712 3.2644
H14 5.9526 0.6180 5.0296
H15 3.6604 -0.1112 4.5013
H16 3.9068 -2.1892 1.5670
H17 4.0521 -4.5283 2.3193
H18 2.3630 -5.4268 3.8835
H19 0.4920 -4.0110 4.6118
H20 0.2907 -1.6944 3.7847
H21 1.1976 -0.1511 4.9563
H22 0.3192 1.6531 6.3488
H23 0.0208 3.9232 5.4333
H24 0.6078 4.3802 3.0791
H25 1.4677 2.5539 1.6536
H26 6.5967 -0.0171 -0.3222
H27 7.1829 -1.1218 -2.4220
H28 5.4861 -1.4869 -4.1735
H29 3.1414 -0.8236 -3.7678
H30 1.9438 3.2237 -1.0864
H31 1.7420 5.1885 -2.5697
H32 1.2887 4.8681 -4.9712
H33 1.0373 2.5887 -5.8826
H34 1.2592 0.6363 -4.4215
H35 1.6794 -2.1893 -0.3844
H36 -0.4819 -4.6713 -1.2219
H37 -1.9594 -4.7692 -3.0765
H38 -2.0399 -3.1048 -4.8093
H39 -0.5921 -1.2555 -4.9388
C50 -4.5447 1.1614 -4.8548
C51 -3.3320 2.0802 -5.0019
C52 -2.6178 2.2455 -3.7140
N5 -2.2912 1.2985 -2.9213
N6 -1.6665 1.6865 -1.7990
C53 -1.5199 2.9917 -1.7113
N7 -0.9142 3.6293 -0.7038
S2 -2.1388 3.8286 -3.1051
H40 -5.0109 1.0176 -5.8255
H41 -5.2763 1.6014 -4.1818
H42 -4.2364 0.1999 -4.4552
H43 -3.6450 3.0628 -5.3567
H44 -2.6369 1.6574 -5.7345
H45 -0.7431 3.1104 0.1470
H46 -1.0762 4.6168 -0.6009
F1 -3.9661 1.2382 -0.5698
C54 -3.5712 -0.0728 -0.6336
F2 -4.0492 -0.6470 0.5009
H47 -4.0973 -0.5288 -1.4836

These are the Mulliken partial charges, in e, on atoms 1 to 2: atom 1 (Cr): 0.161, atom 2 (N): -0.146



(3)
The following is a quantum chemistry calculation of C2H8NO2 as an isolated structure, from the Open Molecules 2025 dataset.

Summary:
Orbital gap, eV: 8.10
LUMO energy, eV: 4.49
ΔE to the lowest compared entry with this formula, charge and spin, eV: 0.496
Electronic energy, eV: -7788.6892
Total charge: -1

Cartesian coordinates (Å):
C1 -1.8481 1.1809 -1.5081
O1 -1.8312 0.0404 -0.7210
H1 -2.7161 1.1124 -2.1935
H2 -2.0700 2.0652 -0.8913
H3 -0.9455 1.2948 -2.1152
N1 2.3444 -0.4797 1.2895
C2 1.2525 -0.6781 0.3099
O2 0.0208 -0.3594 0.7846
H4 2.4990 0.5209 1.3321
H5 1.9994 -0.7175 2.2259
H6 1.5724 -0.0609 -0.5602
H7 1.3173 -1.7244 -0.0018
H8 -0.9193 -0.1437 -0.0649

These are the Mulliken partial charges, in e, on atoms 1 to 2: atom 1 (C): -0.546, atom 2 (O): -0.669



(4)
The following is a quantum chemistry calculation of C19H14MnN6O6 as an isolated structure, from the Open Molecules 2025 dataset.

Summary:
2S+1: 2
Orbital gap (alpha / beta), eV: 6.16 / 7.11
LUMO energy (alpha / beta), eV: -9.87 / -8.91
Electronic energy, eV: -72458.5769
Total charge: +2

Cartesian coordinates (Å):
Mn1 0.2758 -0.9928 -1.1859
O1 -3.1696 4.1302 2.3749
N1 -3.0589 3.1126 3.0161
O2 -3.4487 2.9369 4.1392
C1 -2.3429 1.9692 2.3743
C2 -2.2080 0.8644 3.1372
C3 -1.5307 -0.2939 2.6521
C4 -1.3504 -1.4663 3.4100
C5 -0.6597 -2.5121 2.8437
C6 -0.1573 -2.3854 1.5483
N2 -0.3304 -1.2976 0.8075
C7 -1.0101 -0.2604 1.3585
C8 -1.1832 0.9056 0.5374
N3 -0.6564 0.8147 -0.7124
C9 -0.7528 1.8682 -1.5096
C10 -1.3622 3.0520 -1.1078
C11 -1.9103 3.1571 0.1486
C12 -1.8317 2.0523 1.0258
H1 -2.6194 0.8693 4.1380
H2 -1.7420 -1.5335 4.4166
H3 -0.4792 -3.4310 3.3826
H4 0.4294 -3.1983 1.1335
H5 -0.3670 1.7860 -2.5194
H6 -1.4112 3.8774 -1.8032
H7 -2.3956 4.0671 0.4618
N4 -1.2615 -2.3142 -1.6826
N5 -0.7087 -3.5908 -1.4586
C13 0.6534 -3.6741 -1.2302
O3 1.2886 -4.6682 -1.1868
O4 1.2272 -2.4286 -1.0193
H8 -2.1467 -2.2235 -1.1872
H9 -1.4285 -2.1590 -2.6803
H10 -1.1762 -4.3954 -1.8574
O5 1.4407 0.4593 -4.5078
C14 1.3730 0.1718 -3.3693
O6 0.2792 -0.5466 -2.8587
C15 2.3735 0.4480 -2.2856
C16 3.5871 1.0550 -2.5161
C17 4.4482 1.2101 -1.4328
C18 4.0605 0.7481 -0.1855
C19 2.8180 0.1471 -0.0386
N6 1.9932 0.0140 -1.0734
H11 3.8460 1.3796 -3.5146
H12 5.4136 1.6786 -1.5678
H13 4.7114 0.8403 0.6719
H14 2.4808 -0.2432 0.9127

These are the Mulliken partial charges, in e, on atoms 1 to 2: atom 1 (Mn): 0.442, atom 2 (O): -0.611



(5)
The following is a quantum chemistry calculation of C9H11NO3S as an isolated structure, from the Open Molecules 2025 dataset.

Summary:
Orbital gap (alpha / beta), eV: 7.82 / 7.82
LUMO energy (alpha / beta), eV: -1.27 / -1.27
ΔE to the lowest compared entry with this formula, charge and spin, eV: 6.571
Electronic energy, eV: -27973.3266

Cartesian coordinates (Å):
C1 0.4929 -2.9592 2.2393
C2 -0.3808 -3.1385 1.2079
C3 1.3551 -1.8554 2.1113
C4 -0.3413 -2.4168 0.0558
C5 1.3928 -1.0337 1.0181
C6 0.4760 -1.2692 -0.0347
C7 -0.3686 3.6432 -1.6691
C8 0.5979 -0.3652 -1.3178
C9 -0.2850 2.7445 -0.5134
N1 -1.4094 1.8105 -0.4955
O1 -2.5246 2.3351 -0.7725
O2 -1.3904 1.0793 0.7588
O3 0.6303 2.6229 0.2345
S1 -0.7611 0.4803 -2.1315
H1 0.6647 -3.7766 2.9568
H2 -1.1748 -3.8419 1.3428
H3 2.0044 -1.6788 2.9391
H4 -1.0444 -2.8054 -0.5915
H5 2.1305 -0.2670 0.9781
H6 -1.1258 4.3962 -1.5278
H7 0.5858 4.0582 -1.5488
H8 -0.6700 3.0304 -2.4886
H9 1.4338 0.2908 -1.3775
H10 0.8991 -1.2947 -1.9090
H11 -1.1871 0.2109 0.5353

These are the Mulliken partial charges, in e, on atoms 1 to 2: atom 1 (C): -0.584, atom 2 (C): -0.252



(6)
The following is a quantum chemistry calculation of a single C17H16N4O2S molecule, from the Open Molecules 2025 dataset.

Summary:
Orbital gap, eV: 8.68
LUMO energy, eV: 0.23
ΔE to the lowest compared entry with this formula, charge and spin, eV: 1.254
SMILES: Cc1cccc(NC(=O)NNC(=O)c2sccc2-n2cccc2)c1
Electronic energy, eV: -38779.6086

Cartesian coordinates (Å):
C1 5.0313 4.2881 2.0131
C2 3.6980 3.6035 2.0168
C3 3.3975 2.6272 1.0818
C4 2.1656 1.9770 1.0912
C5 1.2195 2.3108 2.0522
C6 1.5198 3.2864 2.9862
C7 2.7433 3.9291 2.9743
H1 2.9642 4.6894 3.7089
H2 0.7835 3.5466 3.7320
H3 0.2659 1.8123 2.0625
N1 1.9410 1.0060 0.1066
C8 0.8453 0.2192 -0.0710
O1 -0.1641 0.2185 0.5954
N2 1.0318 -0.7191 -1.1004
N3 -0.1348 -1.3756 -1.5154
C9 -0.9251 -0.7324 -2.4321
O2 -0.4953 0.2048 -3.0819
C10 -2.2434 -1.3094 -2.6963
C11 -3.0424 -2.2361 -2.0554
N4 -2.7731 -2.8640 -0.8427
C12 -2.9522 -4.1994 -0.6092
C13 -2.6099 -4.4642 0.6846
C14 -2.2274 -3.2395 1.2735
C15 -2.3327 -2.2734 0.3133
H4 -2.1843 -1.2135 0.3884
H5 -1.9150 -3.0878 2.2872
H6 -2.6332 -5.4226 1.1639
H7 -3.2768 -4.8562 -1.3918
C16 -4.2355 -2.5005 -2.7731
C17 -4.3317 -1.7715 -3.9153
S1 -2.9877 -0.7413 -4.1555
H8 -5.1328 -1.7758 -4.6273
H9 -4.9839 -3.1912 -2.4283
H10 -0.5457 -1.9555 -0.7907
H11 1.5603 -0.4069 -1.9090
H12 2.7126 0.8668 -0.5306
H13 4.1306 2.3644 0.3302
H14 5.6389 3.9264 2.8428
H15 4.9098 5.3626 2.1340
H16 5.5681 4.0971 1.0872

These are the Mulliken partial charges, in e, on atoms 1 to 2: atom 1 (C): -1.445, atom 2 (C): 0.692



(7)
The following is a quantum chemistry calculation of C24H20BrIrN2O5PS2 as an isolated structure, from the Open Molecules 2025 dataset.

Summary:
2S+1: 5
Orbital gap (alpha / beta), eV: 7.75 / 6.67
LUMO energy (alpha / beta), eV: -3.09 / -5.47
ΔE to the lowest compared entry with this formula, charge and spin, eV: 0.000
Electronic energy, eV: -142262.3643
Total charge: +1

Cartesian coordinates (Å):
Ir1 -0.0653 0.2736 -0.1215
O1 -1.3476 2.6358 1.7544
N1 -1.7858 1.5627 0.9982
C1 -3.0557 1.5118 0.9506
C2 -3.8644 0.4554 0.3044
C3 -5.2108 0.7760 0.1599
C4 -6.1136 -0.1303 -0.3727
C5 -5.6789 -1.3917 -0.7428
C6 -4.3407 -1.7284 -0.5942
C7 -3.4233 -0.8134 -0.0884
P1 -1.7252 -1.3973 0.1560
C8 -1.8094 -2.3397 1.6862
C9 -2.1367 -3.6933 1.7007
C10 -2.2646 -4.3590 2.9123
C11 -2.0780 -3.6731 4.1047
C12 -1.7636 -2.3191 4.0931
C13 -1.6234 -1.6519 2.8863
C14 -1.3250 -2.4776 -1.2320
C15 -1.6964 -2.0828 -2.5202
C16 -1.2894 -2.8267 -3.6153
C17 -0.5058 -3.9612 -3.4352
C18 -0.1206 -4.3480 -2.1608
C19 -0.5216 -3.6046 -1.0594
H1 -0.4543 2.8145 1.3896
H2 -3.5894 2.3268 1.4304
H3 -5.5493 1.7558 0.4732
H4 -7.1531 0.1472 -0.4842
H5 -6.3753 -2.1177 -1.1409
H6 -4.0131 -2.7196 -0.8845
H7 -2.3005 -4.2328 0.7760
H8 -2.5137 -5.4118 2.9212
H9 -2.1781 -4.1957 5.0470
H10 -1.6203 -1.7843 5.0224
H11 -1.3626 -0.5993 2.8850
H12 -2.3000 -1.1949 -2.6702
H13 -1.5833 -2.5217 -4.6107
H14 -0.1946 -4.5445 -4.2920
H15 0.4916 -5.2288 -2.0200
H16 -0.2089 -3.9124 -0.0711
O2 6.2450 -0.9309 -0.0292
C20 4.9447 -0.6113 -0.0406
C21 4.4256 0.4857 -0.7191
C22 3.0737 0.7069 -0.6651
N2 2.2133 -0.0827 0.0105
C23 2.7494 -1.1066 0.6807
Br1 1.5996 -2.1176 1.7778
C24 4.0859 -1.4250 0.6873
H17 6.7571 -0.2947 -0.5464
H18 5.0560 1.1621 -1.2811
H19 2.6570 1.5597 -1.1835
H20 4.4648 -2.2613 1.2543
O3 -0.9364 3.5789 -1.3109
S1 0.3540 2.9664 -1.2988
O4 1.4735 3.6340 -1.8792
O5 0.7012 2.3823 0.0814
S2 0.0715 1.0806 -2.2655

These are the Mulliken partial charges, in e, on atoms 1 to 2: atom 1 (Ir): 1.553, atom 2 (O): -0.480



(8)
The following is a quantum chemistry calculation of C22H41Cl3N3O4SiTl as an isolated structure, from the Open Molecules 2025 dataset.

Summary:
Orbital gap (alpha / beta), eV: 6.03 / 5.10
LUMO energy (alpha / beta), eV: -2.67 / -3.60
Electronic energy, eV: -86277.9354

Cartesian coordinates (Å):
C1 1.3181 -1.9752 -3.7808
C2 0.8317 -0.6936 -3.1646
H1 1.3560 -1.8736 -4.8732
H2 0.6505 -2.8254 -3.5567
H3 2.3395 -2.2177 -3.4491
C3 0.3631 0.3101 -3.9243
C4 0.5351 0.3775 -5.4039
H4 -0.1215 1.1775 -3.4766
H5 0.0241 -0.4508 -5.9156
H6 1.5983 0.3506 -5.6971
H7 0.1267 1.3189 -5.7914
Tl1 3.7925 0.0149 2.9671
Cl1 4.4568 2.5846 2.3402
Cl2 -1.4456 -1.8522 1.3481
C5 1.3111 1.9275 2.0878
O1 0.9267 0.8530 2.5585
N1 0.6653 3.1057 2.0931
C6 -0.7714 3.1798 2.3088
C7 1.3997 4.3551 1.9642
H8 2.3110 2.0115 1.6142
H9 -1.2120 2.1812 2.2361
H10 -1.2201 3.8248 1.5423
H11 -0.9893 3.6189 3.2929
H12 2.4721 4.1220 1.9518
H13 1.1792 5.0197 2.8119
H14 1.1329 4.8667 1.0286
H15 -2.4353 -1.7207 -1.4959
H16 -2.2858 0.3567 -3.1495
C8 -3.4681 -1.3875 -1.3445
C9 -3.2859 0.6053 -2.7648
N2 -3.4853 0.0503 -1.4352
H17 -3.8057 -1.7095 -0.3610
C10 -3.7233 0.8272 -0.3355
O2 -3.9440 0.4021 0.7908
H18 -3.3935 1.6944 -2.7179
H19 -3.6954 1.9105 -0.5840
H20 -4.0853 -1.8170 -2.1385
H21 -4.0285 0.1810 -3.4531
O3 -0.0824 -1.4354 -1.0129
C11 0.8988 -0.6119 -1.6390
C12 -0.4842 1.4532 -1.0555
C13 0.7607 0.8402 -1.1994
H22 -1.3656 0.8245 -0.9330
C14 -0.5713 2.8471 -1.1544
H23 1.9000 -0.9280 -1.3108
C15 1.9218 1.6067 -1.0787
H24 -1.5534 3.3344 -1.1467
C16 0.5896 3.6106 -1.2654
C17 1.8415 2.9900 -1.1681
H25 2.8744 1.0877 -0.9590
H26 0.5223 4.6917 -1.4107
H27 2.7498 3.5947 -1.1606
Si1 -0.1985 -2.8138 -0.1068
Cl3 4.2869 -0.7042 0.6948
C18 -1.4477 -4.0447 -0.9095
C19 0.2908 -4.0089 1.4476
C20 1.4859 -3.5816 -0.7409
H28 -1.9382 -3.6384 -1.8019
H29 -2.2130 -4.3189 -0.1655
H30 -0.8923 -4.9512 -1.1929
H31 1.9298 -3.0983 -1.6073
H32 1.2672 -4.6166 -1.0135
H33 2.2397 -3.5653 0.0484
H34 0.6959 -3.4208 2.2802
H35 1.0196 -4.7943 1.2089
H36 -0.6157 -4.5223 1.7883
C21 0.7655 0.4956 5.8330
C22 0.5585 -0.9544 5.4665
N3 -0.5361 -1.5195 6.0540
O4 1.2764 -1.6026 4.7038
H37 0.5711 0.6740 6.8980
H38 0.0861 1.1168 5.2399
H39 1.7929 0.7831 5.5924
H40 -0.7357 -2.4957 5.9021
H41 -1.0856 -1.0278 6.7514

These are the Mulliken partial charges, in e, on atoms 1 to 2: atom 1 (C): -1.800, atom 2 (C): 0.472



It is found that the maximum force values, taken in the order of the records, are 0.01253; 0.04118; 0.02459; 0.01038; 0.06525; 0.01925; 0.01060; 0.05606 Eh/bohr.